No. 1
{"formula": "C6H7F4N", "method": "the ωB97M-V functional and the def2-TZVPD basis", "lumo_energy_ev": 0.68, "e_above_lowest_kcal_mol": 0.0, "multiplicity": 1, "gap_ev": 12.3, "smiles": "CC(C)(C#N)[C@@H](F)C(F)(F)F", "largest_force_ev_per_a": 4.0, "elements": ["C", "C", "C", "C", "C", "C", "N", "F", "F", "F", "F", "H", "H", "H", "H", "H", "H", "H"], "positions_angstrom": [[-0.0228, 1.3504, 0.9779], [-1.0054, -0.8872, 1.0545], [-1.4492, 0.9620, -0.9082], [0.7538, -0.3014, -0.7715], [-0.4204, 0.2776, 0.0507], [2.0500, -0.6115, -0.0101], [0.0611, 2.2342, 1.7010], [1.0315, 0.3529, -1.9314], [2.9293, -1.3943, -0.5851], [1.7447, -1.1283, 1.1688], [2.6059, 0.5248, 0.2901], [-1.4907, -1.5383, 0.3269], [-1.7147, -0.3821, 1.7211], [-0.3361, -1.4265, 1.7165], [-2.2775, 0.1960, -1.1548], [-0.9522, 1.0996, -1.8830], [-1.9156, 1.9412, -0.4900], [0.4082, -1.2691, -1.2732]]}

=====

No. 2
{"formula": "C22H26N2O2", "method": "the ωB97M-V functional and the def2-TZVPD basis", "lumo_energy_ev": 0.68, "e_above_lowest_kcal_mol": 7.9, "multiplicity": 1, "gap_ev": 9.7, "smiles": "Cc1ccc(C(=O)NCC(=O)N2CCC(Cc3ccccc3)CC2)cc1", "largest_force_ev_per_a": 0.5, "elements": ["C", "C", "C", "C", "C", "C", "C", "H", "H", "C", "O", "N", "H", "C", "C", "O", "N", "C", "H", "C", "H", "C", "C", "C", "H", "H", "H", "H", "C", "C", "C", "C", "C", "C", "C", "H", "H", "H", "H", "H", "H", "H", "H", "H", "H", "H", "H", "H", "H", "H", "H", "H"], "positions_angstrom": [[2.1580, -5.0169, 6.6791], [1.6115, -4.5624, 5.3606], [1.4440, -5.4522, 4.3068], [0.9558, -5.0189, 3.0895], [0.6058, -3.6858, 2.9012], [0.7853, -2.7867, 3.9488], [1.2843, -3.2254, 5.1600], [1.4255, -2.5194, 5.9663], [0.5650, -1.7365, 3.8190], [0.0923, -3.2757, 1.5643], [0.4258, -3.8289, 0.5306], [-0.8198, -2.2755, 1.5837], [-0.9714, -1.7273, 2.4208], [-1.2607, -1.6300, 0.3760], [-1.3012, -0.1240, 0.6200], [-1.1367, 0.3240, 1.7436], [-1.5435, 0.6561, -0.4473], [-1.6881, 0.1595, -1.8019], [-0.7068, -0.1052, -2.2169], [-2.3546, 1.2148, -2.6786], [-3.3350, 1.4425, -2.2572], [-1.5161, 2.4995, -2.7750], [-0.7414, 2.7116, -1.4663], [-1.4918, 2.1005, -0.2915], [-0.9851, 2.3038, 0.6544], [-2.5065, 2.5098, -0.2285], [-0.5803, 3.7750, -1.2904], [0.2397, 2.2381, -1.5331], [-0.5579, 2.4550, -3.9763], [0.2464, 3.7203, -4.0793], [1.5872, 3.7520, -3.7212], [2.3108, 4.9297, -3.7936], [1.7007, 6.0942, -4.2249], [0.3647, 6.0731, -4.5887], [-0.3548, 4.8946, -4.5167], [-1.3956, 4.8825, -4.8089], [-0.1166, 6.9775, -4.9317], [2.2640, 7.0138, -4.2815], [3.3539, 4.9372, -3.5130], [2.0745, 2.8463, -3.3887], [-1.1443, 2.3239, -4.8894], [0.1104, 1.5977, -3.8760], [-2.1981, 3.3428, -2.9216], [-2.5147, 0.7960, -3.6730], [-2.3043, -0.7430, -1.7965], [-0.5664, -1.8949, -0.4276], [-2.2647, -1.9803, 0.0986], [0.8334, -5.7053, 2.2652], [1.7016, -6.4931, 4.4410], [3.2000, -4.7107, 6.7760], [2.1112, -6.0993, 6.7686], [1.6023, -4.5697, 7.5010]]}

=====

No. 3
{"formula": "C6H13N2", "method": "the ωB97M-V functional and the def2-TZVPD basis", "lumo_energy_ev": [-4.86, -4.86], "total_charge": 1, "e_above_lowest_kcal_mol": 60.7, "multiplicity": 1, "gap_ev": [7.9, 7.9], "largest_force_ev_per_a": 6.6, "elements": ["C", "C", "C", "C", "C", "C", "N", "N", "H", "H", "H", "H", "H", "H", "H", "H", "H", "H", "H", "H", "H"], "positions_angstrom": [[-2.3261, -0.1403, 0.5092], [-1.4620, -0.1799, 1.5568], [-2.7430, 0.7515, -0.4660], [-0.1041, -0.2494, 1.7507], [0.9236, -0.2781, 0.8541], [-3.6990, 0.5231, -1.5412], [2.2147, -0.3651, 1.1174], [4.1477, -0.1709, -0.8155], [-3.0905, -0.9707, 0.5298], [-2.0479, -0.3447, 2.4927], [-2.3478, 1.7284, -0.5729], [0.0294, -0.2714, 2.8812], [0.6003, 0.0504, -0.1880], [-3.3087, 0.9117, -2.6013], [-4.6530, 1.0920, -1.3650], [-4.1726, -0.4857, -1.7190], [3.0013, -0.6469, 0.3950], [2.4921, -0.4468, 2.1020], [5.0914, -0.4191, -0.4885], [4.0167, 0.8348, -0.6646], [3.9251, -0.5222, -1.8214]]}

=====

No. 4
{"formula": "C4H6O", "method": "the ωB97M-V functional and the def2-TZVPD basis", "lumo_energy_ev": 0.86, "e_above_lowest_kcal_mol": 64.4, "multiplicity": 1, "gap_ev": 10.2, "smiles": "C=C=C.C=O", "largest_force_ev_per_a": 5.2, "elements": ["C", "C", "C", "C", "O", "H", "H", "H", "H", "H", "H"], "positions_angstrom": [[-0.2423, -1.9989, 1.1079], [-0.5614, -1.4094, 0.0151], [0.4900, 2.3226, -0.0664], [-0.4735, -0.6826, -1.0821], [0.8992, 1.5676, -0.8523], [-0.6535, -2.7930, 1.6741], [0.7152, -1.5663, 1.5568], [0.3927, 3.4562, -0.2239], [0.2563, 2.0676, 1.0131], [-0.9221, 0.1888, -1.2462], [0.0994, -1.1526, -1.8961]]}

=====

No. 5
{"formula": "C6H16NSi", "method": "the ωB97M-V functional and the def2-TZVPD basis", "lumo_energy_ev": -4.47, "total_charge": 1, "e_above_lowest_kcal_mol": 23.5, "multiplicity": 1, "gap_ev": 10.6, "smiles": "CCC/[NH+]=C/[SiH](C)C", "largest_force_ev_per_a": 5.4, "elements": ["C", "C", "C", "C", "C", "C", "N", "Si", "H", "H", "H", "H", "H", "H", "H", "H", "H", "H", "H", "H", "H", "H", "H", "H"], "positions_angstrom": [[2.5977, 0.0178, 1.3567], [2.4601, 1.4589, 0.8550], [1.8762, -0.7764, 0.2820], [-0.0944, 0.2054, -0.8899], [-2.8016, 0.6698, 0.5191], [-2.3365, -1.4399, -1.6127], [0.4878, -0.4600, -0.0024], [-2.0509, 0.3455, -1.0976], [3.6844, -0.4960, 1.4747], [2.2304, 0.0399, 2.4597], [2.9364, 1.3720, -0.0609], [3.2373, 2.1550, 1.5918], [2.6768, -0.6898, -0.5228], [1.7353, -1.8557, 0.4445], [0.4267, 0.5707, -1.7614], [-3.3494, 1.5338, 0.7210], [-3.5453, -0.0646, 0.5599], [-2.1164, 0.4970, 1.3510], [-2.0482, -2.0856, -0.6941], [-3.2939, -1.8158, -1.8313], [-1.7267, -1.6528, -2.4755], [1.4386, 1.7515, 0.7087], [-0.1512, -0.6310, 0.7476], [-2.2730, 1.3503, -2.1232]]}